{"formula": "C31H68AlBO21P", "method": "the ωB97M-V functional and the def2-TZVPD basis", "mol_weight_g_mol": 845.6, "homo_lumo_gap_ev": 5.856, "e_tot_ha": -3410.8967, "spin_multiplicity": 1, "total_charge": -1, "e_lumo_ev": 2.09, "homo_energy_ev": -3.77, "symbols": ["C", "C", "P", "C", "C", "Al", "C", "O", "C", "C", "B", "O", "O", "H", "H", "H", "H", "H", "H", "H", "H", "H", "H", "H", "H", "H", "H", "H", "H", "H", "H", "H", "H", "C", "C", "O", "C", "O", "O", "C", "H", "H", "H", "H", "H", "H", "H", "H", "C", "C", "O", "C", "O", "O", "C", "H", "H", "H", "H", "H", "H", "H", "H", "C", "C", "O", "C", "O", "O", "C", "H", "H", "H", "H", "H", "H", "H", "H", "C", "C", "O", "C", "O", "O", "C", "H", "H", "H", "H", "H", "H", "H", "H", "C", "C", "O", "C", "O", "O", "C", "H", "H", "H", "H", "H", "H", "H", "H", "C", "C", "O", "C", "O", "O", "C", "H", "H", "H", "H", "H", "H", "H", "H"], "positions_angstrom": [[2.74027, -6.10788, 2.03807], [2.71452, -4.58214, 2.16793], [1.85272, -3.64590, 0.82661], [2.92345, -3.95738, -0.66341], [4.03316, -2.90875, -0.84263], [-0.36204, -4.42504, 0.56622], [-1.44373, -3.06107, -0.48926], [-1.10745, -1.68040, -0.19368], [-1.59582, -1.24897, 1.04914], [-0.59220, -6.25134, -0.30713], [-0.74392, -6.17916, -1.84130], [0.32851, -6.29701, -2.72260], [-1.96019, -5.98501, -2.48862], [3.35041, -6.58578, 2.81297], [3.14332, -6.40429, 1.06400], [1.72149, -6.49981, 2.08600], [2.17676, -4.30064, 3.07894], [3.73548, -4.19594, 2.27413], [3.40459, -4.93480, -0.52751], [2.29620, -4.01928, -1.55700], [4.40958, -2.87781, -1.86890], [4.86383, -3.15333, -0.17292], [3.66766, -1.92297, -0.54564], [-0.97297, -4.49584, 2.07783], [-1.37093, -3.15003, -1.58022], [-2.50971, -3.21795, -0.23620], [-1.80738, -2.08739, 1.72142], [-0.84230, -0.62441, 1.54016], [-2.52300, -0.66994, 0.91901], [-1.50850, -6.66198, 0.14042], [0.22637, -6.92294, -0.02479], [1.14725, -6.16620, -2.23600], [-2.62195, -5.73233, -1.84039], [-8.01045, 0.88326, 3.08254], [-7.01739, 0.79500, 4.22087], [-5.68108, 0.55836, 3.75326], [-5.05360, 1.62177, 3.24385], [-5.50808, 2.73806, 3.17431], [-3.85286, 1.23604, 2.83888], [-3.08206, 2.26049, 2.19130], [-7.95367, -0.01135, 2.46177], [-9.02242, 0.96834, 3.48027], [-7.80862, 1.75206, 2.45844], [-7.23306, -0.06199, 4.85656], [-7.03105, 1.69506, 4.83581], [-3.00543, 3.14806, 2.81485], [-3.53496, 2.52059, 1.23638], [-2.09958, 1.83298, 2.02013], [10.89937, -4.66556, -3.11090], [9.60086, -3.89268, -3.03508], [8.56578, -4.64135, -2.38043], [8.64213, -4.67763, -1.05023], [9.47666, -4.13014, -0.37514], [7.63542, -5.41558, -0.59708], [7.59368, -5.57072, 0.82534], [10.73804, -5.63090, -3.59217], [11.63049, -4.10386, -3.69338], [11.30698, -4.83652, -2.11583], [9.20319, -3.70082, -4.02984], [9.73228, -2.93857, -2.52531], [7.61936, -4.60124, 1.31755], [8.43152, -6.17869, 1.16378], [6.65402, -6.07282, 1.03402], [-1.80364, 2.15390, -7.05492], [-2.60514, 0.94494, -6.63749], [-1.81517, -0.00304, -5.91112], [-1.54604, 0.32941, -4.63914], [-1.89596, 1.35289, -4.10341], [-0.79931, -0.61826, -4.11079], [-0.37409, -0.37049, -2.75310], [-0.92343, 1.84889, -7.62449], [-2.40689, 2.81790, -7.67480], [-1.47176, 2.70986, -6.18110], [-2.96044, 0.39258, -7.50583], [-3.46767, 1.23286, -6.03620], [-1.22493, -0.15124, -2.11749], [0.33585, 0.45618, -2.74303], [0.10414, -1.28089, -2.41168], [-2.63198, -1.15912, 6.04127], [-1.68594, -0.01643, 6.32790], [-0.63260, -0.39551, 7.23529], [0.35652, -1.09114, 6.67353], [0.45870, -1.37040, 5.51129], [1.22956, -1.42682, 7.62967], [2.32335, -2.21963, 7.15464], [-3.03620, -1.56372, 6.97097], [-3.45734, -0.80765, 5.42049], [-2.12728, -1.96461, 5.50934], [-2.20022, 0.79726, 6.83735], [-1.24766, 0.37564, 5.41062], [2.81774, -1.73251, 6.31711], [1.97285, -3.20181, 6.84170], [3.00295, -2.31272, 7.99680], [-0.45601, 8.80657, -4.59260], [-1.45028, 7.79578, -4.06496], [-1.30309, 6.51218, -4.69448], [-0.28509, 5.77386, -4.25142], [0.48791, 6.09310, -3.38418], [-0.28328, 4.62782, -4.91563], [0.76050, 3.71678, -4.54405], [-0.53210, 8.88284, -5.67803], [-0.66079, 9.78605, -4.15916], [0.56228, 8.51971, -4.33516], [-2.47034, 8.09286, -4.30073], [-1.36820, 7.67926, -2.98422], [0.75459, 3.54766, -3.47020], [1.72827, 4.10693, -4.85504], [0.53861, 2.79175, -5.06657], [-4.90907, 6.44643, 2.62163], [-4.94928, 6.60129, 1.11834], [-3.83703, 7.37569, 0.62253], [-2.68555, 6.71173, 0.54523], [-2.52027, 5.54858, 0.81297], [-1.73852, 7.54630, 0.10717], [-0.43902, 6.94375, 0.01068], [-4.85971, 7.42452, 3.10262], [-5.80638, 5.92918, 2.96156], [-4.04255, 5.86283, 2.92868], [-5.82647, 7.16521, 0.80732], [-4.96416, 5.63314, 0.61923], [-0.48209, 6.03841, -0.58942], [-0.05574, 6.71093, 1.00266], [0.19593, 7.67662, -0.47733]], "lowdin_charge": [-0.1887, -0.5250, 0.8122, -0.5084, -0.1972, 0.1922, -0.2823, -0.3348, -0.1564, -0.1639, -0.7999, 0.1135, 0.1144, 0.0531, 0.0467, 0.0519, 0.0471, 0.0474, 0.0450, 0.0511, 0.0549, 0.0484, 0.0429, -0.0689, 0.0557, 0.0595, 0.0567, 0.0829, 0.0749, 0.0384, 0.0334, 0.0729, 0.0817, -0.0663, -0.2156, 0.0287, -0.6137, 0.1089, 0.0030, -0.0235, 0.0832, 0.0773, 0.0730, 0.1216, 0.1210, 0.0887, 0.1015, 0.0900, -0.0682, -0.2136, 0.0371, -0.6151, 0.1163, 0.0076, -0.0314, 0.0802, 0.0773, 0.0736, 0.1221, 0.1227, 0.0962, 0.0954, 0.0925, -0.0632, -0.2184, 0.0314, -0.6185, 0.1099, 0.0216, -0.0106, 0.0843, 0.0808, 0.0474, 0.1195, 0.1229, 0.0910, 0.0937, 0.0888, -0.0533, -0.2095, 0.0313, -0.6158, 0.1344, -0.0034, -0.0405, 0.0796, 0.0713, 0.0819, 0.1197, 0.1213, 0.0960, 0.0986, 0.0888, -0.0645, -0.2054, 0.0394, -0.6112, 0.1143, 0.0048, -0.0215, 0.0800, 0.0787, 0.0738, 0.1231, 0.1122, 0.1004, 0.0988, 0.0818, -0.0617, -0.2032, 0.0343, -0.6103, 0.1192, -0.0030, -0.0355, 0.0789, 0.0796, 0.0711, 0.1202, 0.1229, 0.0903, 0.0972, 0.0927]}

=====

{"formula": "C31H68NO9P2", "method": "the ωB97M-V functional and the def2-TZVPD basis", "mol_weight_g_mol": 660.8, "homo_lumo_gap_ev": [8.835, 9.845], "e_tot_ha": -2636.7284, "spin_multiplicity": 2, "total_charge": 0, "e_lumo_ev": [0.54, 0.44], "homo_energy_ev": [-8.30, -9.40], "symbols": ["C", "C", "C", "C", "C", "C", "C", "C", "C", "C", "C", "C", "C", "C", "C", "C", "C", "C", "C", "C", "C", "N", "O", "C", "C", "C", "C", "H", "H", "H", "H", "H", "H", "H", "H", "H", "H", "H", "H", "H", "H", "H", "H", "H", "H", "H", "H", "H", "H", "H", "H", "H", "H", "H", "H", "H", "H", "H", "H", "H", "H", "H", "H", "H", "H", "H", "H", "H", "H", "H", "H", "H", "H", "H", "H", "H", "H", "C", "O", "P", "O", "O", "C", "O", "C", "H", "H", "H", "H", "H", "H", "H", "H", "H", "C", "O", "P", "O", "O", "C", "O", "C", "H", "H", "H", "H", "H", "H", "H", "H", "H"], "positions_angstrom": [[3.27403, -3.25748, -0.84000], [4.44007, -2.35460, -0.44052], [4.82473, -1.36255, -1.55476], [4.17169, 0.00448, -1.36689], [4.37410, 0.91814, -2.58174], [4.58864, 2.39263, -2.26057], [3.39823, 3.06495, -1.55413], [2.35135, 3.58761, -2.56746], [1.03654, 2.81508, -2.55653], [0.10251, 3.22922, -1.40904], [-1.09040, 2.27800, -1.20992], [-1.02615, 1.26055, -0.04496], [0.41811, 0.79341, 0.21193], [1.21943, 1.60776, 1.24680], [1.27485, 0.98670, 2.65455], [2.40078, -0.04499, 2.75219], [1.50823, 2.08913, 3.69618], [-1.91278, 0.06037, -0.47498], [-2.60808, -0.75165, 0.62029], [-1.63919, -1.69919, 1.33287], [-3.68890, -1.61012, -0.05952], [-3.31796, 0.13329, 1.62619], [-3.16578, -0.26076, 2.83667], [-3.13195, 1.61741, 1.46779], [-4.08659, 2.14367, 0.38213], [-3.53602, 2.30833, 2.77887], [-1.64948, 1.91374, 1.21501], [3.58912, -4.04740, -1.52242], [2.83092, -3.72824, 0.03854], [2.48714, -2.67601, -1.32572], [5.30165, -2.95555, -0.15035], [4.13791, -1.78053, 0.43614], [4.53052, -1.78348, -2.51867], [5.90754, -1.22203, -1.55754], [3.10288, -0.11906, -1.16248], [4.60222, 0.48020, -0.48058], [5.25647, 0.56312, -3.12381], [3.53889, 0.78478, -3.27658], [4.80228, 2.92799, -3.18826], [5.48382, 2.49015, -1.63977], [3.74456, 3.86414, -0.89999], [2.90049, 2.32106, -0.92445], [2.79292, 3.52759, -3.56456], [2.12375, 4.64106, -2.38938], [1.21074, 1.73609, -2.57595], [0.49487, 3.04591, -3.48018], [-0.29713, 4.20214, -1.70922], [0.65346, 3.41158, -0.48474], [-1.20284, 1.73250, -2.15292], [-1.99186, 2.87154, -1.09127], [0.41341, -0.24611, 0.54251], [0.97002, 0.78407, -0.73321], [0.83314, 2.62444, 1.33470], [2.24947, 1.71932, 0.89492], [0.32752, 0.50106, 2.89710], [3.30940, 0.38383, 2.32426], [2.62232, -0.28915, 3.79045], [2.15248, -0.95453, 2.20672], [0.79395, 2.90686, 3.58388], [1.44709, 1.70103, 4.71255], [2.50693, 2.51706, 3.56821], [-1.29821, -0.65826, -1.02443], [-2.64618, 0.42766, -1.19091], [-2.17323, -2.39450, 1.97182], [-1.14192, -2.28502, 0.55511], [-0.86844, -1.17974, 1.89426], [-4.20381, -2.23036, 0.67136], [-3.26066, -2.21103, -0.85904], [-4.43850, -0.95358, -0.51001], [-5.09407, 2.16343, 0.79847], [-4.13196, 1.46985, -0.47232], [-3.79534, 3.13667, 0.05777], [-4.44223, 1.86519, 3.18428], [-3.76498, 3.35058, 2.54336], [-2.74160, 2.29956, 3.51903], [-1.12426, 1.64206, 2.12824], [-1.56529, 2.99973, 1.11802], [-7.34836, -3.98852, 8.30589], [-7.00737, -2.85945, 7.48753], [-5.49518, -2.61083, 7.08694], [-4.53782, -3.54073, 7.68981], [-5.24921, -1.07894, 7.42588], [-5.21157, -0.70309, 8.80559], [-5.57262, -2.58515, 5.51757], [-4.36506, -2.28239, 4.78756], [-7.21116, -3.74043, 9.35757], [-8.39582, -4.20914, 8.11760], [-6.73865, -4.85345, 8.05547], [-4.64936, -1.43135, 9.39153], [-6.22714, -0.61459, 9.19336], [-4.71672, 0.26225, 8.86381], [-3.62856, -3.06958, 4.94960], [-3.96185, -1.32085, 5.09462], [-4.62981, -2.23073, 3.73852], [4.80044, 0.39302, -8.32179], [3.41528, 0.14269, -8.03008], [3.00206, -1.18176, -7.27269], [4.09663, -2.11248, -6.99406], [1.81210, -1.77839, -8.13605], [2.13108, -2.31326, -9.42607], [2.22881, -0.61569, -6.01933], [1.61345, -1.56910, -5.14074], [5.08070, -0.10876, -9.24665], [4.90672, 1.46758, -8.44308], [5.43997, 0.04771, -7.51293], [3.05025, -2.89879, -9.38654], [2.23366, -1.50188, -10.14715], [1.30777, -2.95759, -9.72023], [2.37472, -2.18887, -4.66670], [0.91201, -2.19854, -5.68792], [1.07530, -1.00980, -4.38018]], "lowdin_charge": [-0.1139, -0.2561, -0.2180, -0.2198, -0.2076, -0.2105, -0.1856, -0.1940, -0.2157, -0.1818, -0.1314, -0.3743, -0.1147, -0.1759, -0.4323, -0.0692, -0.0754, -0.0919, -0.4578, -0.0239, -0.0228, -0.0837, -0.0374, -0.4569, -0.0146, -0.0339, -0.0639, 0.0709, 0.0655, 0.0625, 0.1014, 0.0867, 0.1070, 0.1111, 0.0965, 0.1158, 0.1094, 0.1068, 0.1029, 0.1085, 0.1086, 0.0701, 0.1024, 0.1090, 0.0952, 0.1140, 0.1142, 0.0985, 0.1190, 0.0969, 0.0982, 0.0917, 0.0961, 0.0963, 0.1121, 0.0762, 0.0775, 0.0691, 0.0723, 0.0771, 0.0841, 0.1318, 0.1014, 0.0800, 0.0944, 0.0681, 0.0842, 0.0888, 0.0810, 0.0899, 0.0693, 0.0838, 0.0891, 0.0889, 0.0814, 0.1035, 0.1380, -0.0883, -0.2084, 0.3249, -0.2293, -0.2147, -0.0916, -0.2002, -0.0827, 0.0878, 0.0859, 0.0834, 0.0867, 0.0873, 0.0866, 0.0916, 0.0790, 0.0737, -0.0823, -0.2058, 0.3256, -0.2251, -0.2165, -0.0865, -0.2079, -0.0845, 0.0889, 0.0870, 0.0838, 0.0877, 0.0883, 0.0875, 0.0847, 0.0868, 0.0819]}